Entry 1:
A molecular structure, C15H21N3O2 in a non-equilibrium geometry, computed with wB97M-V/def2-TZVPD.

Geometry as ORCA input:
```
! RIJCOSX wB97M-V def2-TZVPD def2/J DEFGRID3
* xyz 0 1
N 2.125 0.075 -0.684
C 1.475 1.237 -1.092
N 0.250 1.491 -1.599
O -0.682 0.629 -1.579
C -0.598 -0.470 -1.920
O 0.611 -1.078 -2.423
C -1.642 -1.310 -1.981
H -2.104 -1.635 -3.069
H -2.667 -0.450 -1.894
C -1.844 -2.396 -0.948
H -2.785 -2.884 -1.196
H -1.097 -2.991 -1.406
C -1.552 -1.760 0.583
H -0.514 -1.433 0.279
C -2.610 -0.719 0.890
C -2.475 -0.793 2.407
H -3.286 -1.534 2.927
H -2.880 0.201 2.749
C -1.396 -1.099 2.951
H -1.193 -0.944 4.040
H -0.560 -0.265 2.596
C -0.677 -2.539 2.609
C -1.399 -3.050 1.292
H -2.264 -3.486 1.478
H -1.005 -3.663 0.862
H -1.267 -3.207 3.543
H 0.275 -2.545 2.903
H -2.331 0.136 0.345
H -3.369 -1.080 0.472
C 2.479 2.472 -1.024
C 2.219 3.596 -2.073
C 3.059 4.797 -1.853
C 4.075 4.649 -0.908
N 4.256 3.764 0.117
C 3.466 2.701 -0.035
H 3.525 1.825 0.487
H 4.635 5.615 -0.757
H 3.227 5.328 -2.593
H 1.536 3.516 -2.776
H 3.213 0.133 -0.737
H 1.771 -0.835 -0.983
*
```

Summary:
LUMO energy   0.01 eV
Total energy   -24445.060 eV
F_max   18.78 eV/A
Energy relative to the best compared isomer or geometry (same formula, charge and spin)   404.97 kcal/mol
HOMO-LUMO gap   0.342 hartree
HOMO level   -9.292 eV

***

Entry 2:
A molecular structure, C37H23Cl2CrF6N7O3SSbSe in a non-equilibrium geometry, computed with wB97M-V/def2-TZVPD.

Geometry as ORCA input:
```
! RIJCOSX wB97M-V def2-TZVPD def2/J DEFGRID3
* xyz 0 2
Cr 1.331 -0.496 0.334
Cl 3.101 3.278 -2.537
C 3.434 1.622 -2.675
C 4.330 1.160 -3.624
C 4.561 -0.195 -3.783
Cl 5.688 -0.713 -4.958
C 3.881 -1.161 -2.996
C 4.048 -2.552 -3.105
C 3.327 -3.371 -2.249
C 2.479 -2.813 -1.306
N 2.323 -1.497 -1.158
C 2.997 -0.685 -2.002
C 2.784 0.718 -1.780
O 2.080 1.083 -0.796
H 4.854 1.871 -4.243
H 4.732 -2.960 -3.831
H 3.438 -4.441 -2.289
H 1.905 -3.443 -0.640
Se -3.709 4.852 3.529
N -2.429 3.752 4.075
C -1.870 3.196 3.013
C -0.817 2.231 3.070
C -0.250 1.888 4.291
C 0.742 0.928 4.308
C 1.084 0.318 3.112
N 0.571 0.612 1.924
C -0.356 1.615 1.865
C -0.838 2.084 0.611
N -0.307 1.591 -0.528
C -0.629 2.111 -1.683
C -1.613 3.107 -1.830
C -2.244 3.566 -0.701
C -1.852 3.087 0.548
C -2.412 3.599 1.756
N -3.409 4.469 1.818
H -0.593 2.394 5.180
H 1.252 0.650 5.215
H 1.827 -0.465 3.138
H -0.286 2.071 -3.558
H -1.842 3.496 -2.809
H -3.021 4.315 -0.742
C -6.336 1.548 -1.145
C -4.996 0.907 -1.314
C -4.534 0.549 -2.576
C -3.282 -0.018 -2.734
C -2.488 -0.243 -1.625
C -2.936 0.089 -0.359
C -4.186 0.660 -0.209
S -0.797 -0.857 -1.976
O 0.020 1.619 -2.762
O -1.025 -2.104 -2.710
N -0.332 -1.239 -0.407
C -0.822 -2.365 0.167
C -1.992 -3.059 -0.147
C -2.342 -4.191 0.583
C -1.548 -4.681 1.596
C -0.337 -4.039 1.922
C 0.584 -4.487 2.890
C 1.771 -3.805 3.043
C 2.020 -2.667 2.281
N 1.143 -2.168 1.414
C -0.001 -2.864 1.211
H -6.751 1.835 -2.107
H -6.261 2.430 -0.513
H -7.025 0.853 -0.667
H -5.159 0.725 -3.441
H -2.919 -0.307 -3.708
H -2.312 -0.098 0.502
H -4.537 0.924 0.778
H -2.621 -2.727 -0.957
H -3.261 -4.700 0.330
H -1.836 -5.568 2.136
H 0.366 -5.368 3.472
H 2.511 -4.132 3.754
H 2.967 -2.151 2.365
F 3.251 -0.071 1.156
Sb 4.429 1.631 1.254
F 3.517 3.054 0.373
F 5.163 0.897 -0.370
F 5.872 2.839 1.410
F 5.412 0.423 2.365
F 3.320 2.054 2.764
*
```

Summary:
LUMO energy (spin up / spin down)   -1.39 / -1.45 eV
Total energy   -207811.216 eV
F_max   3.17 eV/A
Energy relative to the best compared isomer or geometry (same formula, charge and spin)   50.51 kcal/mol
HOMO-LUMO gap (spin up / spin down)   0.204 / 0.202 hartree
HOMO level (spin up / spin down)   -6.949 / -6.941 eV

***

Entry 3:
A gas-phase ion, C6H14NO (charge -2) in a non-equilibrium geometry, computed with wB97M-V/def2-TZVPD.

Geometry as ORCA input:
```
! RIJCOSX wB97M-V def2-TZVPD def2/J DEFGRID3
* xyz -2 2
C 1.050 2.191 1.439
N 0.916 0.978 0.635
C -0.455 0.400 0.518
C -0.470 -0.479 -0.768
C 0.743 -1.405 -1.062
C 0.379 -2.882 -1.129
C -1.659 1.384 0.502
O -1.645 2.362 1.474
H 0.126 2.741 1.386
H 0.907 1.914 2.504
H 1.983 2.695 1.220
H 1.382 1.124 -0.251
H -0.473 -0.206 1.445
H -0.771 0.182 -1.574
H -1.235 -1.240 -0.549
H 1.115 -1.158 -2.052
H 1.574 -1.171 -0.402
H 1.120 -3.476 -1.680
H -0.577 -3.022 -1.666
H 0.322 -3.344 -0.139
H -2.533 0.698 0.712
H -1.801 1.716 -0.564
*
```

Summary:
LUMO energy (spin up / spin down)   6.44 / 6.39 eV
Total energy   -9981.159 eV
F_max   2.39 eV/A
Energy relative to the best compared isomer or geometry (same formula, charge and spin)   28.16 kcal/mol
HOMO-LUMO gap (spin up / spin down)   0.091 / 0.225 hartree
HOMO level (spin up / spin down)   3.971 / 0.273 eV

***

Entry 4:
A molecular structure, C47H65BCsN16S5 in a non-equilibrium geometry, computed with wB97M-V/def2-TZVPD.

Geometry as ORCA input:
```
! RIJCOSX wB97M-V def2-TZVPD def2/J DEFGRID3
* xyz -1 1
Cs 2.308 -0.371 -1.076
C -1.322 -4.533 1.043
C -1.734 -3.178 1.505
C -3.037 -2.897 1.826
C -3.363 -1.580 2.216
N -2.469 -0.637 2.229
N -1.188 -0.885 1.931
B -0.338 0.292 2.047
N 0.920 0.159 2.771
N 0.886 -0.831 3.669
C 1.922 -1.112 4.395
C 3.133 -0.391 4.257
C 3.202 0.623 3.337
C 4.462 1.381 3.095
C 2.047 0.921 2.559
S 2.048 2.115 1.395
C 1.729 -2.214 5.415
C 1.795 -1.595 6.815
C 0.365 -2.882 5.230
C 2.820 -3.273 5.255
N -0.920 1.618 1.916
N -0.497 2.472 2.867
C -0.940 3.689 2.913
C -1.875 4.174 1.969
C -2.296 3.340 0.968
C -3.247 3.804 -0.083
C -1.803 2.007 0.927
S -2.264 0.944 -0.272
C -0.460 4.562 4.053
C 0.614 3.832 4.857
C 0.136 5.858 3.493
C -1.662 4.884 4.948
C -0.755 -2.152 1.588
S 0.853 -2.456 1.269
C -4.745 -1.134 2.655
C -5.279 -0.161 1.601
C -4.613 -0.407 3.998
C -5.714 -2.307 2.816
H -2.152 -5.230 1.124
H -0.476 -4.893 1.625
H -0.998 -4.474 0.004
H -3.781 -3.677 1.776
H 4.004 -0.639 4.846
H 5.236 1.076 3.797
H 4.285 2.452 3.181
H 4.807 1.206 2.075
H 1.023 -0.837 6.930
H 2.761 -1.132 6.997
H 1.642 -2.364 7.569
H -0.438 -2.160 5.340
H 0.236 -3.673 5.968
H 0.291 -3.312 4.237
H 3.803 -2.872 5.484
H 2.823 -3.650 4.236
H 2.627 -4.102 5.933
H -2.251 5.186 2.014
H -3.616 4.801 0.145
H -4.086 3.115 -0.164
H -2.743 3.820 -1.048
H 1.433 3.564 4.196
H 0.216 2.919 5.292
H 0.990 4.472 5.652
H 0.909 5.620 2.768
H 0.583 6.444 4.293
H -0.618 6.470 3.006
H -2.104 3.973 5.340
H -2.430 5.419 4.395
H -1.353 5.502 5.786
H -4.538 0.608 1.405
H -6.203 0.307 1.936
H -5.466 -0.691 0.671
H -3.909 0.413 3.906
H -4.247 -1.090 4.761
H -5.577 -0.013 4.316
H -5.878 -2.811 1.867
H -6.672 -1.937 3.179
H -5.333 -3.032 3.532
N 2.985 4.061 -1.451
C 2.616 4.076 -2.731
N 2.988 5.124 -3.480
C 2.570 5.086 -4.738
N 2.842 6.159 -5.524
N 1.864 4.098 -5.290
C 1.537 3.110 -4.454
N 1.866 3.057 -3.179
C 0.726 2.015 -5.020
C 0.284 2.114 -6.340
C -0.508 1.106 -6.857
C -0.832 0.033 -6.041
C -0.329 0.017 -4.744
N 0.427 0.977 -4.246
H 3.651 4.736 -1.121
H 2.777 3.248 -0.893
H 3.568 6.776 -5.204
H 2.730 6.023 -6.514
H 0.565 2.974 -6.925
H -0.871 1.159 -7.876
H -1.454 -0.773 -6.401
H -0.553 -0.806 -4.077
S 5.373 0.837 -0.777
C 5.769 0.018 -2.117
N 6.065 -0.565 -3.078
C 4.703 -0.764 -6.305
N 3.734 -1.784 -5.971
C 2.512 -1.589 -6.717
C 3.463 -1.786 -4.542
C 2.726 -3.021 -4.108
C 2.952 -4.239 -4.755
C 2.259 -5.375 -4.383
C 1.329 -5.324 -3.359
C 1.118 -4.122 -2.689
C 1.819 -3.009 -3.072
H 4.991 -0.876 -7.352
H 5.577 -0.885 -5.670
H 4.307 0.254 -6.153
H 2.719 -1.684 -7.784
H 2.065 -0.595 -6.532
H 1.788 -2.348 -6.425
H 2.883 -0.888 -4.253
H 4.426 -1.744 -4.019
H 3.673 -4.269 -5.560
H 2.444 -6.308 -4.901
H 0.771 -6.208 -3.079
H 0.388 -4.072 -1.895
C -5.737 -3.696 -2.037
N -4.338 -3.510 -1.720
C -3.605 -2.394 -1.993
N -4.240 -1.219 -2.206
S -1.967 -2.539 -2.108
H -6.016 -4.711 -1.760
H -5.942 -3.558 -3.106
H -6.363 -3.002 -1.468
H -3.768 -4.345 -1.720
H -5.199 -1.104 -1.914
H -3.652 -0.399 -2.133
*
```

Summary:
LUMO energy   0.30 eV
Total energy   -129040.077 eV
F_max   3.13 eV/A
Energy relative to the best compared isomer or geometry (same formula, charge and spin)   52.16 kcal/mol
HOMO-LUMO gap   0.095 hartree
HOMO level   -2.292 eV

***

Entry 5:
A molecular structure, C5H6O, computed with wB97M-V/def2-TZVPD.

Geometry as ORCA input:
```
! RIJCOSX wB97M-V def2-TZVPD def2/J DEFGRID3
* xyz 0 1
C 1.174 1.065 0.469
C 0.236 0.042 -0.019
C 0.313 -1.395 -0.421
O -1.131 -1.446 -0.448
C -1.124 -0.053 -0.120
C -2.094 0.943 -0.004
H 0.705 2.051 0.433
H 2.122 1.062 -0.077
H 1.397 0.833 1.520
H 0.780 -2.075 0.302
H 0.726 -1.570 -1.422
H -3.102 0.541 -0.213
*
```

Summary:
LUMO energy   -1.02 eV
Total energy   -7324.433 eV
F_max   0.66 eV/A
Energy relative to the best compared isomer or geometry (same formula, charge and spin)   111.88 kcal/mol
HOMO-LUMO gap   0.280 hartree
HOMO level   -8.628 eV

***

Entry 6:
A molecular structure, C10H7F9O4PPd in a non-equilibrium geometry, computed with wB97M-V/def2-TZVPD.

Geometry as ORCA input:
```
! RIJCOSX wB97M-V def2-TZVPD def2/J DEFGRID3
* xyz 2 2
Pd -1.060 -0.205 -1.143
C 3.291 -1.114 -0.771
C 1.908 -0.897 -0.270
O 0.982 -0.793 -1.055
C 1.676 -0.838 1.235
C 2.715 -0.871 2.093
C 2.510 -0.833 3.522
C 1.255 -0.765 4.143
C 0.164 -0.734 3.336
C 0.301 -0.775 1.837
O -0.720 -0.769 1.193
H 3.269 -1.137 -1.857
H 3.693 -2.058 -0.395
H 3.950 -0.307 -0.439
H 3.736 -0.926 1.741
H 3.398 -0.860 4.148
H 1.175 -0.741 5.221
H -0.855 -0.687 3.706
F -1.517 -1.853 -1.843
P -4.471 -0.591 -1.777
F -4.101 -1.656 -0.751
F -5.678 -1.372 -2.336
F -3.101 0.311 -1.134
F -3.736 -0.526 -3.110
F -5.288 0.608 -1.319
F 0.394 3.636 -3.205
C -0.404 3.553 -2.155
F -1.583 4.086 -2.435
F 0.139 4.176 -1.120
C -0.614 2.068 -1.795
O -0.861 1.210 -2.679
O -0.567 1.661 -0.588
*
```

Summary:
LUMO energy (spin up / spin down)   -12.61 / -12.38 eV
Total energy   -55880.758 eV
F_max   3.74 eV/A
Energy relative to the best compared isomer or geometry (same formula, charge and spin)   31.42 kcal/mol
HOMO-LUMO gap (spin up / spin down)   0.144 / 0.210 hartree
HOMO level (spin up / spin down)   -16.538 / -18.101 eV

***

Entry 7:
A molecular structure, C32H39F6GeN7O4S2Si2Y in a non-equilibrium geometry, computed with wB97M-V/def2-TZVPD.

Geometry as ORCA input:
```
! RIJCOSX wB97M-V def2-TZVPD def2/J DEFGRID3
* xyz 1 1
Y -0.539 0.021 0.787
C 3.671 2.868 -0.982
Si 2.405 2.206 0.219
C 3.134 2.178 1.925
C 1.305 4.646 -0.052
N 1.649 0.621 -0.188
C 2.496 -0.498 0.254
C 3.884 -0.377 0.252
C 4.716 -1.401 0.663
C 4.137 -2.594 1.072
C 2.766 -2.744 1.045
C 1.893 -1.724 0.625
N 0.507 -1.896 0.541
Si -0.116 -3.535 0.594
C 0.816 -4.672 -0.568
C -1.928 -3.561 0.103
C -0.105 -4.242 2.336
H 4.339 3.535 -0.431
H 3.203 3.458 -1.768
H 4.292 2.115 -1.459
H 2.969 3.157 2.385
H 4.211 2.014 1.886
H 2.701 1.418 2.572
H 2.287 4.973 0.300
H 0.539 5.188 0.500
H 1.198 4.878 -1.112
H 4.342 0.538 -0.093
H 5.788 -1.273 0.656
H 4.755 -3.418 1.405
H 2.358 -3.692 1.361
H 1.576 -4.136 -1.136
H 0.131 -5.126 -1.285
H 1.312 -5.480 -0.029
H -2.164 -2.990 -0.795
H -2.594 -3.244 0.905
H -2.164 -4.606 -0.110
H 0.878 -4.539 2.699
H -0.742 -5.131 2.362
H -0.516 -3.524 3.048
N -2.955 -1.016 4.412
C -1.802 -1.005 5.167
C -0.775 -0.878 4.285
N -1.274 -0.821 3.008
C -2.581 -0.899 3.120
C -3.424 -0.853 1.928
N -2.898 -0.660 0.734
C -3.944 -0.694 -0.157
C -5.103 -0.916 0.512
N -4.760 -1.010 1.844
H -3.889 -1.062 4.779
H -1.825 -1.089 6.238
H 0.281 -0.828 4.484
H -3.797 -0.551 -1.213
H -6.121 -1.010 0.180
H -5.403 -1.182 2.597
F -4.068 2.489 -1.113
C -3.650 2.978 0.055
F -4.088 2.178 1.027
F -4.150 4.190 0.238
S -1.817 3.095 0.018
O -1.384 1.714 -0.323
O -1.537 4.069 -0.978
N -1.558 3.420 1.505
S -0.271 3.054 2.397
O 0.065 1.579 2.259
O 1.113 3.248 0.152
C -1.230 3.004 3.982
F -0.399 2.601 4.943
F -1.664 4.228 4.256
F -2.265 2.169 3.947
Ge 1.510 0.396 -2.144
C 1.011 -1.396 -2.664
C -0.293 -1.890 -2.691
C -0.582 -3.116 -3.266
C 0.436 -3.870 -3.837
C 1.736 -3.401 -3.813
C 2.022 -2.173 -3.226
C 0.436 1.736 -3.041
C 1.099 2.821 -3.611
C 0.415 3.780 -4.347
C -0.950 3.658 -4.538
C -1.623 2.568 -4.005
C -0.936 1.620 -3.267
H 2.968 0.587 -2.571
H -1.115 -1.325 -2.264
H -1.600 -3.483 -3.275
H 0.211 -4.827 -4.291
H 2.532 -3.989 -4.250
H 3.047 -1.822 -3.224
H 2.174 2.914 -3.519
H 0.955 4.610 -4.783
H -1.488 4.402 -5.109
H -2.687 2.459 -4.168
H -1.494 0.783 -2.870
*
```

Summary:
LUMO energy   -2.65 eV
Total energy   -163730.734 eV
F_max   1.18 eV/A
Energy relative to the best compared isomer or geometry (same formula, charge and spin)   0.00 kcal/mol
HOMO-LUMO gap   0.258 hartree
HOMO level   -9.673 eV

***

Entry 8:
A molecular structure, C22H30ClN3O4 in a non-equilibrium geometry, computed with wB97M-V/def2-TZVPD.

Geometry as ORCA input:
```
! RIJCOSX wB97M-V def2-TZVPD def2/J DEFGRID3
* xyz 0 1
C 2.522 2.719 0.266
H 1.626 3.143 0.183
O 2.434 1.416 0.163
C 3.423 0.489 0.128
C 4.705 0.784 -0.008
C 5.662 -0.050 0.151
C 5.378 -1.445 0.233
C 4.130 -1.743 -0.044
C 3.048 -0.842 0.027
O 1.818 -1.244 0.134
C 1.353 -2.353 -0.026
C -0.179 -2.452 -0.263
C -1.042 -2.676 0.666
C -2.227 -2.268 0.045
N -1.969 -2.363 -1.395
O -0.689 -2.497 -1.257
C -3.622 -2.434 0.553
O -4.318 -3.333 0.857
N -4.042 -0.913 0.559
C -5.576 -0.819 1.066
H -6.031 -1.867 0.888
H -6.170 -0.177 0.342
H -5.680 -0.279 1.979
C -3.411 0.203 0.466
C -3.492 0.704 -1.423
H -3.173 -0.306 -1.816
H -4.511 0.648 -1.373
C -2.526 1.864 -1.578
N -2.841 2.743 -0.475
H -2.118 3.519 -0.736
C -2.775 2.664 0.798
C -3.738 1.335 1.026
H -3.600 1.149 2.232
H -4.753 1.537 0.915
C -3.447 3.748 1.467
H -4.316 4.237 1.010
H -2.727 4.676 1.160
H -3.592 3.695 2.793
C -1.418 2.407 1.510
H -1.612 2.462 2.671
H -0.678 3.127 1.395
H -1.046 1.524 1.410
C -3.098 2.221 -2.877
H -3.062 1.335 -3.629
H -2.421 3.105 -3.306
H -3.839 2.629 -2.841
C -1.023 1.116 -1.642
H -0.322 1.927 -1.852
H -0.706 0.822 -0.898
H -1.157 0.591 -2.463
H -2.280 -0.065 0.445
H -0.953 -2.495 1.792
H 1.910 -3.102 0.714
H 1.917 -3.034 -0.869
H 4.082 -2.894 0.172
H 6.322 -1.928 0.241
Cl 7.322 0.554 0.017
H 4.836 2.018 0.221
H 3.033 3.141 -0.696
H 3.162 3.042 1.362
*
```

Summary:
LUMO energy   0.49 eV
Total energy   -48460.362 eV
F_max   19.80 eV/A
Energy relative to the best compared isomer or geometry (same formula, charge and spin)   602.24 kcal/mol
HOMO-LUMO gap   0.270 hartree
HOMO level   -6.852 eV